The following is a DFT calculation (ωB97M-V/def2-TZVPD) of a 12-piece molecular cluster, C5H33NO12 overall in a non-equilibrium geometry.

Geometry as ORCA input:
```
! RIJCOSX wB97M-V def2-TZVPD def2/J DEFGRID3
* xyz 0 1
C -0.0404 -1.4344 -0.2842
C -0.0847 -0.3276 -1.3146
N 1.0494 0.5326 -1.0898
C 2.3104 1.3710 -3.0302
C 1.1404 1.6484 -2.0825
C 1.2096 2.8820 -1.1899
O 1.7836 3.8939 -1.5197
H -0.5531 -2.3814 -0.4435
H 0.9717 -1.8139 -0.1794
H -0.3902 -0.9927 0.6521
H -0.1552 -0.7635 -2.3276
H -1.0115 0.2499 -1.2347
H 1.9269 0.0455 -0.9862
H 2.3834 0.2987 -3.1823
H 3.2773 1.7510 -2.7090
H 1.9992 1.8729 -3.9486
H 0.1884 1.7807 -2.5967
H 0.7882 2.8411 -0.1682
H -2.4004 2.8688 3.1082
H -2.7917 1.4283 2.7350
O -2.0308 2.0315 2.8062
H 2.9336 1.7546 0.3434
H 2.8917 0.7724 1.4497
O 3.3401 0.9189 0.5975
H -2.4339 3.4371 -0.0571
H -3.6417 2.4991 -0.0930
O -3.0914 3.0587 -0.6507
H 2.3081 -2.5049 2.0835
H 2.6368 -1.2502 2.6889
O 1.9264 -1.9012 2.7423
H -0.2431 -2.1043 3.3138
H -0.3152 -1.4069 1.9252
O -0.8494 -1.7675 2.6477
H -2.3905 2.5502 -2.3098
H -2.6668 1.7994 -3.6152
O -1.9618 2.0103 -2.9967
H 4.0389 -2.6357 0.0906
H 3.6324 -1.1114 0.1842
O 3.4643 -2.0006 0.5256
H 0.5502 1.5256 1.6402
H 0.9100 0.8944 3.0229
O 1.2310 1.4684 2.3209
H -3.2500 -2.6110 -1.4881
H -3.1609 -2.4440 0.0290
O -3.0781 -3.1004 -0.6759
H -1.0560 -4.6035 0.7568
H -1.7999 -4.6049 -0.7871
O -1.3490 -5.0015 -0.0540
H -2.8127 -0.9449 2.4384
H -2.3152 -0.2092 1.1319
O -3.0181 -0.2697 1.7805
*
```

LUMO in eV: 0.00
Structure (SMILES): CCN[C@H](C)C=O.O.O.O.O.O.O.O.O.O.O.O
Frontier orbital gap in eV: 8.931
Highest occupied orbital energy in Eh: -0.32804